Record 1
Below is C49H36F2N5PdS3 as an isolated structure, with properties calculated with wB97M-V/def2-TZVPD.

```
! wB97M-V def2-TZVPD RIJCOSX def2/J DEFGRID3
* xyz 1 1
Pd 0.347 0.027 -0.364
S 5.385 3.461 -1.282
C 6.959 4.118 -1.202
C 7.886 3.171 -0.898
C 7.310 1.888 -0.726
C 5.954 1.878 -0.903
C 5.043 0.734 -0.793
C 3.646 0.900 -0.919
N 2.778 -0.077 -0.810
C 3.219 -1.314 -0.519
C 4.585 -1.606 -0.412
C 5.009 -2.950 -0.139
C 4.103 -3.932 0.032
C 2.694 -3.657 -0.034
C 1.742 -4.668 0.158
C 0.398 -4.386 0.086
C 0.042 -3.042 -0.148
N 0.913 -2.068 -0.312
C 2.243 -2.357 -0.286
C -0.637 -5.410 0.247
C -1.985 -5.232 0.393
C -2.694 -6.452 0.527
C -1.872 -7.536 0.479
S -0.241 -7.085 0.269
C 5.494 -0.549 -0.563
H 7.114 5.167 -1.383
H 8.940 3.381 -0.800
H 7.885 1.010 -0.474
H 3.227 1.883 -1.101
H 6.068 -3.157 -0.072
H 4.419 -4.946 0.235
H 2.088 -5.675 0.359
H -1.001 -2.759 -0.212
H -2.458 -4.260 0.416
H -3.763 -6.524 0.655
H -2.140 -8.575 0.552
H 6.552 -0.757 -0.478
F 1.606 1.220 4.600
C 0.650 0.707 3.797
C 0.892 0.615 2.439
C -0.085 0.089 1.605
C -1.309 -0.370 2.131
C -1.493 -0.213 3.507
F -2.681 -0.551 4.072
C -0.547 0.315 4.363
C -2.355 -1.015 1.272
C -3.285 -1.947 1.744
C -4.193 -2.492 0.851
C -4.161 -2.118 -0.485
C -3.208 -1.187 -0.866
N -2.336 -0.661 -0.013
H 1.836 0.976 2.048
H -0.741 0.413 5.420
H -3.301 -2.239 2.780
H -4.919 -3.215 1.200
H -4.852 -2.528 -1.207
H -3.145 -0.825 -1.888
C -4.247 4.884 0.335
N -3.264 4.211 -0.501
C -2.733 2.980 -0.411
S -1.776 2.454 -1.731
N -2.907 2.176 0.635
C -3.508 2.384 1.943
H -4.369 5.889 -0.059
H -3.908 4.971 1.364
H -5.218 4.388 0.307
H -3.044 4.650 -1.381
H -2.396 1.299 0.521
H -4.476 2.868 1.882
H -2.857 2.956 2.607
H -3.665 1.400 2.381
C 0.151 1.914 -0.258
C 0.413 3.120 -0.026
C 0.610 4.426 0.116
C 1.117 5.193 -1.029
C 1.922 4.582 -1.990
C 2.337 5.279 -3.108
C 1.925 6.591 -3.300
C 1.090 7.197 -2.373
C 0.690 6.507 -1.242
C 0.271 5.043 1.412
C -0.580 4.358 2.285
C -0.889 4.885 3.523
C -0.335 6.097 3.917
C 0.536 6.768 3.075
C 0.841 6.246 1.827
H 2.215 3.551 -1.859
H 2.974 4.798 -3.837
H 2.244 7.135 -4.178
H 0.744 8.208 -2.536
H 0.014 6.976 -0.542
H -0.982 3.399 1.984
H -1.548 4.346 4.190
H -0.572 6.509 4.888
H 0.990 7.696 3.394
H 1.552 6.758 1.196
*
```

DFT total energy   -3684.55318 Ha
Energy relative to the best compared isomer or geometry (same formula, charge and spin)   37.23 kJ/mol
E_LUMO (alpha / beta)   -3.40 / -3.40 eV
HOMO (alpha / beta)   -9.730 / -9.728 eV
Frontier orbital gap (alpha / beta)   6.33 / 6.33 eV
Largest force on an atom   0.991 eV Å⁻¹

Record 2
Below is C49H36F3O4P2PtS2 as an isolated structure, with properties calculated with wB97M-V/def2-TZVPD.

```
! wB97M-V def2-TZVPD RIJCOSX def2/J DEFGRID3
* xyz 1 3
Pt 0.662 0.724 -0.013
O -1.622 -1.348 0.483
S -0.387 -0.983 1.235
C 0.416 -2.470 1.624
C 0.007 -3.163 2.741
C 0.475 -4.456 3.039
C 1.337 -5.035 2.155
C 1.998 -6.391 2.186
C 2.752 -6.497 0.835
C 2.514 -5.167 0.160
C 2.924 -4.696 -1.051
C 2.528 -3.396 -1.420
C 1.733 -2.571 -0.646
P 1.480 -0.937 -1.406
C 3.126 -0.465 -1.978
C 4.069 -0.113 -1.013
C 5.346 0.253 -1.402
C 5.685 0.278 -2.750
C 4.745 -0.063 -3.711
C 3.463 -0.435 -3.329
C 0.439 -1.142 -2.869
C 0.171 -0.031 -3.669
C -0.640 -0.155 -4.783
C -1.189 -1.391 -5.111
C -0.926 -2.496 -4.320
C -0.118 -2.374 -3.196
C 1.282 -3.055 0.632
C 1.702 -4.351 0.974
C -0.863 -0.144 2.692
C -0.290 -0.338 3.924
C -0.808 0.280 5.085
C -1.926 1.050 4.950
C -2.765 1.759 5.987
C -3.833 2.541 5.172
C -3.552 2.187 3.730
C -4.144 2.584 2.569
C -3.543 2.187 1.351
C -2.440 1.368 1.268
P -1.591 1.343 -0.342
C -1.236 3.095 -0.695
C -0.756 3.409 -1.972
C -0.295 4.679 -2.259
C -0.296 5.656 -1.269
C -0.757 5.352 0.001
C -1.220 4.075 0.292
C -2.717 0.797 -1.658
C -3.458 1.777 -2.329
C -4.402 1.421 -3.279
C -4.626 0.083 -3.568
C -3.897 -0.892 -2.903
C -2.946 -0.545 -1.957
C -1.911 0.815 2.479
C -2.448 1.311 3.666
H -0.720 -2.713 3.402
H 0.135 -4.960 3.934
H 1.260 -7.184 2.313
H 2.682 -6.459 3.033
H 2.368 -7.311 0.218
H 3.817 -6.683 0.976
H 3.543 -5.279 -1.721
H 2.886 -3.023 -2.373
H 3.806 -0.093 0.039
H 6.073 0.534 -0.652
H 6.682 0.571 -3.050
H 5.007 -0.042 -4.761
H 2.739 -0.705 -4.087
H 0.607 0.934 -3.432
H -0.838 0.709 -5.404
H -1.823 -1.485 -5.983
H -1.353 -3.459 -4.572
H 0.083 -3.245 -2.586
H 0.566 -0.994 4.016
H -0.342 0.099 6.044
H -2.157 2.419 6.605
H -3.224 1.032 6.659
H -3.736 3.616 5.324
H -4.850 2.271 5.455
H -5.001 3.245 2.553
H -3.946 2.605 0.434
H -0.753 2.656 -2.752
H 0.070 4.909 -3.251
H 0.072 6.649 -1.488
H -0.744 6.104 0.778
H -1.536 3.847 1.299
H -3.306 2.826 -2.116
H -4.966 2.193 -3.786
H -5.369 -0.197 -4.304
H -4.068 -1.938 -3.124
H -2.395 -1.322 -1.450
F 4.283 4.059 1.303
C 3.162 3.922 2.004
F 3.472 3.696 3.279
F 2.464 5.053 1.923
S 2.183 2.522 1.361
O 0.888 2.601 2.025
O 2.944 1.326 1.676
O 2.081 2.776 -0.088
*
```

DFT total energy   -4087.62266 Ha
E_LUMO (alpha / beta)   -2.80 / -4.05 eV
HOMO (alpha / beta)   -9.885 / -10.867 eV
Frontier orbital gap (alpha / beta)   7.08 / 6.82 eV
Largest force on an atom   1.026 eV Å⁻¹

Record 3
Below is C49H36N4NiO3P2 as an isolated structure, with properties calculated with wB97M-V/def2-TZVPD.

```
! wB97M-V def2-TZVPD RIJCOSX def2/J DEFGRID3
* xyz 2 3
Ni 13.535 14.300 11.747
O 18.143 19.428 10.257
N 18.577 18.289 10.251
O 19.564 17.860 9.687
C 17.717 17.328 10.947
C 18.369 16.362 11.604
C 17.599 15.347 12.288
C 18.207 14.463 13.177
C 17.432 13.632 13.929
C 16.055 13.640 13.698
N 15.482 14.372 12.766
C 16.214 15.244 12.110
C 15.587 16.243 11.292
N 14.278 15.976 10.952
C 13.661 16.843 10.166
C 14.289 18.008 9.668
C 15.612 18.271 9.975
C 16.291 17.344 10.754
H 19.439 16.284 11.625
H 19.306 14.407 13.249
H 17.891 12.984 14.692
H 15.344 13.082 14.347
H 12.640 16.580 9.872
H 13.768 18.738 9.041
H 16.193 19.065 9.555
O 11.813 11.834 11.139
C 10.550 11.957 10.596
C 9.888 10.848 10.027
C 8.624 11.105 9.471
C 8.048 12.378 9.507
C 8.754 13.437 10.111
C 10.004 13.251 10.621
P 11.126 14.598 10.939
C 10.653 15.670 9.507
C 10.747 15.120 8.292
C 10.357 15.827 7.144
C 9.875 17.091 7.269
C 9.735 17.649 8.516
C 10.113 16.927 9.635
C 10.398 15.578 12.276
C 9.044 15.831 12.543
C 8.688 16.752 13.501
C 9.655 17.551 14.068
C 10.992 17.364 13.828
C 11.360 16.343 12.936
C 12.562 10.666 11.140
C 12.130 9.457 11.670
C 13.106 8.433 11.775
C 14.353 8.536 11.256
C 14.742 9.773 10.679
C 13.865 10.863 10.703
P 14.298 12.571 10.196
C 16.146 12.586 10.077
C 16.901 11.881 11.071
C 18.284 12.121 11.212
C 18.968 12.910 10.285
C 18.203 13.568 9.324
C 16.843 13.393 9.196
C 13.702 12.669 8.447
C 13.094 11.515 7.948
C 12.806 11.513 6.570
C 12.884 12.644 5.803
C 13.348 13.788 6.371
C 13.765 13.837 7.670
H 10.296 9.857 10.064
H 8.098 10.330 8.958
H 7.128 12.641 9.064
H 8.442 14.507 10.094
H 11.066 14.026 8.279
H 10.433 15.297 6.153
H 9.547 17.566 6.372
H 9.299 18.578 8.686
H 10.060 17.406 10.612
H 8.260 15.224 12.102
H 7.667 16.912 13.827
H 9.385 18.378 14.721
H 11.717 17.915 14.409
H 12.414 16.203 12.744
H 11.064 9.249 11.880
H 12.805 7.475 12.186
H 14.974 7.670 11.185
H 15.748 9.780 10.238
H 16.383 11.191 11.760
H 18.796 11.613 11.992
H 20.030 13.132 10.438
H 18.684 14.175 8.548
H 16.347 13.870 8.372
H 13.095 10.638 8.527
H 12.466 10.566 6.135
H 12.610 12.583 4.799
H 13.381 14.694 5.730
H 14.162 14.767 8.033
N 12.490 12.637 14.257
C 12.904 13.179 13.353
H 11.961 12.206 14.981
*
```

DFT total energy   -4524.01992 Ha
Energy relative to the best compared isomer or geometry (same formula, charge and spin)   0.00 kJ/mol
E_LUMO (alpha / beta)   -5.78 / -6.41 eV
HOMO (alpha / beta)   -13.329 / -13.441 eV
Frontier orbital gap (alpha / beta)   7.55 / 7.04 eV
Largest force on an atom   3.481 eV Å⁻¹

Record 4
Below is C49H37BrCuF4GeN2O2PS as an isolated structure, with properties calculated with wB97M-V/def2-TZVPD.

```
! wB97M-V def2-TZVPD RIJCOSX def2/J DEFGRID3
* xyz 1 2
Cu 0.559 0.977 -1.593
F -0.021 6.784 2.264
C -0.135 5.848 1.292
C -1.335 5.805 0.712
F -2.278 6.706 1.061
C -1.559 4.897 -0.327
F -2.757 4.874 -0.880
C -0.590 4.025 -0.759
P -0.863 2.722 -2.040
C -0.524 3.572 -3.523
C 0.168 2.812 -4.497
C 0.643 3.381 -5.667
C 0.510 4.736 -5.837
C -0.145 5.544 -4.906
C -0.709 4.935 -3.733
C -2.556 2.259 -1.875
C -3.428 2.221 -2.988
C -4.760 1.831 -2.784
C -5.258 1.564 -1.524
C -4.360 1.587 -0.449
C -3.030 1.897 -0.632
C 0.597 4.076 -0.061
Br 2.087 2.935 -0.608
C 0.829 4.895 1.012
F 1.938 4.855 1.649
H 0.383 1.768 -4.226
H 1.161 2.737 -6.407
H 0.857 5.209 -6.723
H -0.320 6.579 -5.175
H -1.434 5.427 -3.129
H -3.070 2.578 -3.931
H -5.328 1.585 -3.688
H -6.268 1.252 -1.361
H -4.675 1.365 0.579
H -2.361 1.952 0.211
O -0.758 -0.227 -2.155
C -1.128 -0.656 -0.991
O -0.549 -0.220 -0.014
C -2.168 -1.716 -0.865
C -1.947 -2.569 0.419
Ge -1.761 -1.909 2.308
C -1.416 -0.065 2.715
C -2.488 0.795 2.975
C -2.275 2.212 3.231
C -1.044 2.777 3.168
C 0.034 1.878 3.017
C -0.169 0.512 2.772
C -0.146 -2.939 2.707
C -0.093 -4.284 2.329
C 1.063 -5.036 2.596
C 2.212 -4.554 3.250
C 2.106 -3.203 3.685
C 0.988 -2.447 3.374
C -3.241 -2.623 3.372
C -3.725 -2.131 4.576
C -4.689 -2.848 5.272
C -5.256 -3.972 4.733
C -4.868 -4.448 3.491
C -3.841 -3.774 2.880
H -2.235 -2.280 -1.818
H -3.126 -1.255 -0.724
H -1.105 -3.311 0.251
H -2.789 -3.309 0.421
H -3.519 0.392 2.872
H -3.078 2.925 3.411
H -0.969 3.866 3.300
H 1.006 2.336 3.071
H 0.702 -0.064 2.538
H -0.907 -4.779 1.851
H 1.090 -6.085 2.295
H 3.084 -5.129 3.553
H 2.861 -2.733 4.342
H 1.021 -1.416 3.719
H -3.308 -1.166 4.936
H -5.004 -2.415 6.173
H -6.066 -4.487 5.191
H -5.352 -5.293 3.102
H -3.334 -4.245 2.065
S 5.981 -2.456 -0.207
C 4.463 -1.787 -0.764
C 4.019 -1.548 -2.062
C 2.911 -0.745 -2.303
N 2.219 -0.183 -1.273
C 2.534 -0.501 0.008
C 3.604 -1.325 0.259
C 6.872 -2.914 -1.642
C 6.585 -4.191 -2.241
C 7.240 -4.506 -3.446
N 8.199 -3.743 -3.921
C 8.528 -2.627 -3.358
C 7.923 -2.168 -2.195
H 4.618 -1.980 -2.859
H 2.555 -0.599 -3.283
H 2.002 0.036 0.764
H 3.790 -1.653 1.295
H 5.853 -4.877 -1.852
H 6.900 -5.402 -3.980
H 9.193 -2.002 -3.939
H 8.235 -1.123 -1.853
*
```

DFT total energy   -9579.54920 Ha
Energy relative to the best compared isomer or geometry (same formula, charge and spin)   206.20 kJ/mol
E_LUMO (alpha / beta)   -2.66 / -4.20 eV
HOMO (alpha / beta)   -10.848 / -10.848 eV
Frontier orbital gap (alpha / beta)   8.19 / 6.64 eV
Largest force on an atom   3.037 eV Å⁻¹

Record 5
Below is C49H40ClFeN2O5P2S2 as an isolated structure, with properties calculated with wB97M-V/def2-TZVPD.

```
! wB97M-V def2-TZVPD RIJCOSX def2/J DEFGRID3
* xyz 2 2
Fe 0.605 0.099 0.446
O 2.020 -2.572 1.594
S 1.290 -2.001 0.457
C -0.152 -2.998 0.134
C -0.137 -4.343 0.458
C -1.265 -5.103 0.189
C -2.387 -4.510 -0.376
C -2.399 -3.152 -0.660
C -1.274 -2.374 -0.405
P -1.162 -0.572 -0.657
C -1.202 -0.299 -2.443
C -1.187 -1.320 -3.384
C -1.285 -1.009 -4.737
C -1.411 0.311 -5.143
C -1.406 1.337 -4.203
C -1.289 1.032 -2.859
C -2.795 0.080 -0.147
C -3.911 -0.091 -0.967
C -5.173 0.278 -0.523
C -5.334 0.846 0.737
C -4.223 1.069 1.540
C -2.960 0.690 1.099
C 2.303 -2.288 -0.986
C 2.728 -3.569 -1.306
C 3.646 -3.728 -2.331
C 4.145 -2.618 -3.004
C 3.724 -1.341 -2.668
C 2.792 -1.168 -1.648
P 2.155 0.449 -1.121
C 3.144 0.987 0.305
C 3.900 0.071 1.042
C 4.484 0.453 2.243
C 4.325 1.747 2.715
C 3.583 2.672 1.984
C 2.989 2.295 0.794
C 2.434 1.523 -2.543
C 1.804 1.182 -3.740
C 2.037 1.925 -4.884
C 2.896 3.016 -4.841
C 3.531 3.354 -3.655
C 3.308 2.608 -2.507
H 0.731 -4.774 0.941
H -1.275 -6.157 0.433
H -3.267 -5.106 -0.578
H -3.295 -2.701 -1.067
H -1.113 -2.356 -3.074
H -1.275 -1.803 -5.472
H -1.505 0.544 -6.196
H -1.469 2.368 -4.526
H -1.229 1.817 -2.110
H -3.799 -0.518 -1.957
H -6.035 0.115 -1.158
H -6.322 1.114 1.088
H -4.340 1.514 2.520
H -2.098 0.843 1.735
H 2.360 -4.429 -0.762
H 3.981 -4.720 -2.601
H 4.871 -2.751 -3.795
H 4.117 -0.482 -3.195
H 4.045 -0.939 0.683
H 5.068 -0.264 2.804
H 4.781 2.042 3.651
H 3.463 3.684 2.350
H 2.393 3.014 0.245
H 1.149 0.319 -3.788
H 1.555 1.648 -5.812
H 3.081 3.594 -5.737
H 4.213 4.193 -3.623
H 3.836 2.863 -1.599
O 0.680 4.026 4.399
C 0.798 2.837 4.977
O 1.130 2.701 6.120
C 0.481 1.644 4.130
C 0.404 0.334 4.590
Cl 0.470 -0.269 6.159
N 0.191 -0.483 3.534
N 0.110 0.242 2.398
C 0.272 1.520 2.754
C 0.071 2.507 1.647
O -0.090 3.703 1.890
O -0.017 1.976 0.486
C -0.236 -1.856 3.588
C 0.597 -2.821 4.126
C 0.122 -4.117 4.243
C -1.161 -4.435 3.817
C -1.981 -3.458 3.269
C -1.521 -2.155 3.159
H 0.365 3.967 3.470
H 1.597 -2.561 4.443
H 0.756 -4.880 4.675
H -1.528 -5.447 3.925
H -2.985 -3.704 2.951
H -2.161 -1.373 2.773
C -2.913 4.546 1.025
S -2.550 3.600 -0.433
C -4.128 3.540 -1.235
H -3.252 5.537 0.711
H -1.993 4.604 1.602
H -3.712 4.052 1.581
H -4.831 2.999 -0.595
H -4.008 3.024 -2.185
H -4.490 4.559 -1.390
*
```

DFT total energy   -5579.47026 Ha
Energy relative to the best compared isomer or geometry (same formula, charge and spin)   0.00 kJ/mol
E_LUMO (alpha / beta)   -5.11 / -8.95 eV
HOMO (alpha / beta)   -13.695 / -13.695 eV
Frontier orbital gap (alpha / beta)   8.58 / 4.75 eV
Largest force on an atom   0.304 eV Å⁻¹

- What is the formula in the fifth record?
  C49H40ClFeN2O5P2S2

- Among the records above, which one has the highest DFT total energy?
  C49H36F2N5PdS3

- Which of these has the lowest DFT total energy?
  C49H37BrCuF4GeN2O2PS